{"formula": "C54H135N9", "method": "the ωB97M-V functional and the def2-TZVPD basis", "gap_ev": 8.768, "smiles": "CCN(CC)CC.CCN(CC)CC.CCN(CC)CC.CCN(CC)CC.CCN(CC)CC.CCN(CC)CC.CCN(CC)CC.CCN(CC)CC.CCN(CC)CC", "de_lowest_kj_mol": 474.7, "total_charge": 0, "lumo_ev": 0.67, "elements": ["C", "C", "N", "C", "C", "C", "C", "H", "H", "H", "H", "H", "H", "H", "H", "H", "H", "H", "H", "H", "H", "H", "C", "C", "N", "C", "C", "C", "C", "H", "H", "H", "H", "H", "H", "H", "H", "H", "H", "H", "H", "H", "H", "H", "C", "C", "N", "C", "C", "C", "C", "H", "H", "H", "H", "H", "H", "H", "H", "H", "H", "H", "H", "H", "H", "H", "C", "C", "N", "C", "C", "C", "C", "H", "H", "H", "H", "H", "H", "H", "H", "H", "H", "H", "H", "H", "H", "H", "C", "C", "N", "C", "C", "C", "C", "H", "H", "H", "H", "H", "H", "H", "H", "H", "H", "H", "H", "H", "H", "H", "C", "C", "N", "C", "C", "C", "C", "H", "H", "H", "H", "H", "H", "H", "H", "H", "H", "H", "H", "H", "H", "H", "C", "C", "N", "C", "C", "C", "C", "H", "H", "H", "H", "H", "H", "H", "H", "H", "H", "H", "H", "H", "H", "H", "C", "C", "N", "C", "C", "C", "C", "H", "H", "H", "H", "H", "H", "H", "H", "H", "H", "H", "H", "H", "H", "H", "C", "C", "N", "C", "C", "C", "C", "H", "H", "H", "H", "H", "H", "H", "H", "H", "H", "H", "H", "H", "H", "H"], "coordinates": [[-3.31286, 3.37019, 3.18950], [-4.37649, 4.46288, 3.29774], [-5.37574, 4.33354, 2.21148], [-6.09379, 3.04892, 1.97163], [-6.77212, 2.46316, 3.25444], [-6.33425, 5.46797, 2.34421], [-7.10304, 5.84425, 1.06746], [-2.78767, 3.52534, 2.24705], [-3.77429, 2.38615, 3.10681], [-2.67225, 3.46369, 4.06641], [-4.85491, 4.39430, 4.27473], [-3.95125, 5.46649, 3.29337], [-6.83133, 3.08270, 1.16975], [-5.35219, 2.28319, 1.74404], [-7.65846, 3.04198, 3.51420], [-6.96532, 1.42059, 3.00181], [-6.09358, 2.45640, 4.10746], [-5.83529, 6.36036, 2.72208], [-7.05462, 5.28153, 3.14071], [-7.70482, 6.73942, 1.22437], [-7.83849, 5.07840, 0.82112], [-6.41964, 5.82096, 0.21863], [-0.09541, -4.46678, 3.05310], [0.85369, -5.54755, 2.51531], [2.26549, -5.21882, 2.58285], [2.65245, -4.27844, 1.53928], [4.15513, -4.13561, 1.36271], [2.85958, -4.84865, 3.89015], [2.71826, -5.99190, 4.86787], [-0.20602, -3.74543, 2.24345], [0.36438, -4.01432, 3.93172], [-1.04921, -4.94791, 3.26961], [0.69962, -6.49386, 3.03382], [0.45794, -5.78926, 1.52887], [2.36734, -4.68490, 0.56891], [2.05080, -3.37519, 1.64050], [4.69834, -3.61694, 2.15265], [4.68413, -5.08844, 1.38205], [4.25421, -3.63100, 0.40164], [2.52367, -3.86019, 4.20353], [3.94186, -4.76526, 3.79100], [3.18334, -5.63630, 5.78730], [3.29302, -6.87844, 4.59993], [1.66350, -6.11846, 5.11194], [-5.09284, 0.07286, -0.71006], [-5.26141, -1.38560, -0.17924], [-5.38470, -1.45438, 1.29632], [-5.78740, -2.81835, 1.53544], [-6.06449, -3.18621, 2.98937], [-4.27650, -1.03460, 2.15892], [-2.92470, -1.91508, 1.97932], [-4.15806, 0.39415, -0.25066], [-5.88737, 0.72402, -0.34561], [-5.13248, 0.16548, -1.79539], [-6.14870, -1.72417, -0.71421], [-4.48145, -1.94329, -0.69765], [-6.74558, -2.96460, 1.03683], [-5.03135, -3.50276, 1.15063], [-5.22036, -3.13661, 3.67718], [-6.87094, -2.61029, 3.44329], [-6.36901, -4.21300, 3.19205], [-4.57946, -1.03163, 3.20596], [-4.01576, 0.00916, 1.98380], [-2.97839, -2.99730, 2.09770], [-2.17760, -1.50532, 2.65905], [-2.55649, -1.62528, 0.99518], [1.94145, -0.11500, 1.35372], [0.46291, -0.13966, 1.60387], [-0.33694, -0.16662, 0.33488], [-0.22195, 1.04263, -0.50815], [-0.53797, 2.38048, 0.22709], [-0.05987, -1.41251, -0.39166], [-1.05883, -1.76312, -1.49799], [2.53243, 0.26299, 2.18798], [2.05639, 0.71983, 0.66238], [2.37727, -1.03257, 0.95846], [0.17480, -0.94505, 2.27947], [0.22405, 0.76347, 2.16547], [-0.83226, 0.82927, -1.38570], [0.70790, 1.11304, -1.07254], [-1.58828, 2.37702, 0.51853], [-0.43688, 3.26901, -0.39612], [0.09599, 2.66150, 1.06806], [0.96737, -1.53980, -0.73325], [-0.09840, -2.25538, 0.29841], [-0.67448, -2.71022, -1.87663], [-2.11640, -1.95872, -1.32084], [-1.11023, -1.00993, -2.28423], [-1.95541, -5.18034, -0.08000], [-2.79254, -6.36320, -0.68733], [-2.41962, -6.34400, -2.11826], [-3.61438, -6.40294, -3.02008], [-4.30378, -4.99530, -3.06627], [-1.27109, -7.20688, -2.55107], [-1.54991, -8.71881, -2.56030], [-2.08985, -4.24865, -0.62952], [-0.90964, -5.48647, -0.05262], [-2.26226, -5.01486, 0.95274], [-2.52624, -7.29697, -0.19208], [-3.87400, -6.22729, -0.69474], [-3.29422, -6.49938, -4.05752], [-4.29237, -7.25142, -2.92783], [-3.78689, -4.26133, -3.68452], [-5.32035, -5.06079, -3.45409], [-4.31736, -4.61521, -2.04478], [-0.43576, -7.03796, -1.87151], [-0.90129, -6.97947, -3.55088], [-1.80595, -9.12258, -1.58075], [-0.70230, -9.15449, -3.08929], [-2.43995, -8.92719, -3.15402], [4.24540, 5.00086, -5.60457], [4.55612, 4.63109, -4.17547], [3.39705, 4.65521, -3.25574], [3.01528, 6.10414, -3.05580], [1.56674, 6.18873, -2.45873], [3.73392, 3.87635, -2.03580], [3.87730, 2.35649, -2.30221], [4.21257, 6.06349, -5.84505], [3.30132, 4.68950, -6.05164], [5.02670, 4.67763, -6.29247], [4.86928, 3.60034, -4.34156], [5.37069, 5.23489, -3.77548], [3.73135, 6.57113, -2.37960], [3.22000, 6.57415, -4.01772], [1.37120, 7.25799, -2.37783], [0.87308, 5.76962, -3.18763], [1.56484, 5.60796, -1.53635], [2.86634, 4.01579, -1.39086], [4.65202, 4.24522, -1.57848], [3.79165, 1.69028, -1.44377], [4.85826, 2.11978, -2.71426], [3.31957, 1.92738, -3.13463], [8.76219, 1.89399, 4.22627], [7.29679, 1.56906, 4.38356], [6.32745, 2.14673, 3.46093], [4.94658, 1.92562, 3.97776], [4.43908, 0.44362, 4.08287], [6.46971, 1.60481, 2.06165], [5.41061, 2.30338, 1.18442], [9.42117, 1.56095, 5.02811], [8.90222, 2.97353, 4.17069], [9.16974, 1.42515, 3.33062], [7.37349, 0.49018, 4.24845], [7.08990, 1.89502, 5.40289], [4.83603, 2.38968, 4.95782], [4.22255, 2.59248, 3.50958], [4.73376, -0.14360, 4.95260], [3.34922, 0.43860, 4.09917], [4.65496, -0.11859, 3.17434], [6.46156, 0.51486, 2.06738], [7.37256, 1.89256, 1.52298], [5.66290, 2.12626, 0.13891], [5.51397, 3.37317, 1.36598], [4.39190, 1.99148, 1.41470], [-3.59607, 4.08345, -2.24881], [-3.48468, 5.61639, -2.30059], [-2.52249, 6.29784, -1.36763], [-2.61129, 5.96892, 0.04458], [-1.32200, 6.26815, 0.83075], [-2.64655, 7.76049, -1.52926], [-2.29927, 8.22008, -2.95053], [-4.37800, 3.72387, -2.91768], [-3.79693, 3.71514, -1.24278], [-2.67965, 3.65910, -2.65896], [-3.28285, 5.80725, -3.35459], [-4.49786, 6.01418, -2.24289], [-2.73803, 4.88854, 0.11394], [-3.47953, 6.29869, 0.61511], [-0.53809, 6.04073, 0.10834], [-1.21048, 5.56581, 1.65682], [-1.09711, 7.26974, 1.19725], [-3.60273, 8.17353, -1.20796], [-1.98396, 8.24293, -0.81070], [-3.06880, 7.84328, -3.62428], [-2.27961, 9.30985, -2.96101], [-1.34006, 7.82295, -3.28264], [5.60002, -4.01486, -5.08463], [5.15863, -3.41842, -3.68525], [3.70970, -3.65619, -3.51382], [3.45663, -5.05940, -3.19990], [1.99309, -5.41948, -3.46031], [3.28003, -2.69167, -2.48335], [3.10048, -1.18285, -2.84300], [4.81573, -3.96340, -5.83984], [5.81636, -5.07759, -4.97559], [6.48352, -3.46422, -5.40763], [5.73902, -3.80941, -2.84956], [5.33986, -2.35798, -3.86050], [4.15820, -5.73300, -3.69200], [3.70933, -5.21919, -2.15170], [1.61446, -5.29898, -4.47531], [1.75622, -6.41061, -3.07347], [1.30362, -4.78057, -2.90847], [4.04623, -2.83642, -1.72171], [2.35764, -2.93843, -1.95762], [2.75819, -0.71058, -1.92218], [2.41120, -1.02998, -3.67343], [3.98792, -0.61619, -3.12486]], "forces_ev_per_angstrom": [[-0.4, 0.8, -0.3], [-0.8, -1.5, -0.4], [-0.9, 1.7, -0.7], [1.1, -0.2, 2.4], [0.3, 0.4, -0.9], [-0.1, -0.2, -0.2], [0.0, -1.2, 0.3], [0.4, 0.0, 0.1], [0.1, 0.0, 0.4], [0.3, -0.4, -0.2], [-0.3, -0.1, 0.4], [0.1, 0.0, -0.5], [0.3, 0.5, -0.1], [0.1, 0.2, -0.6], [-0.2, -0.4, 0.1], [-0.6, 0.0, 0.3], [0.1, 0.1, 0.0], [0.5, -0.1, -0.3], [-0.4, -0.3, 0.2], [0.5, 0.3, -0.3], [-0.1, -0.2, 0.1], [0.0, 0.7, 0.0], [0.6, -0.5, -0.4], [-0.5, -0.3, 1.1], [1.0, 0.1, -0.8], [0.0, -1.1, 0.0], [0.1, 0.6, 0.5], [0.0, -1.2, -1.4], [-0.3, 1.3, 1.2], [-0.3, 0.4, 0.3], [-0.5, 0.2, 0.1], [-0.1, 0.4, 0.2], [0.0, 0.0, 0.4], [0.9, 0.1, -0.5], [-0.5, -0.3, 0.0], [0.5, 0.8, 0.0], [-0.3, 0.7, -0.1], [-0.5, -0.4, -0.5], [0.7, 0.0, 0.1], [-0.3, 0.0, 0.6], [0.0, 0.3, -0.6], [0.0, -0.1, 0.3], [-0.6, 0.0, -0.4], [0.1, -0.8, 0.0], [0.0, -0.5, 1.3], [-0.2, 2.4, -1.1], [-0.3, -0.1, -0.8], [-0.7, -0.8, 1.3], [0.0, -0.2, 1.1], [1.5, -1.2, -0.6], [-1.0, 1.9, -0.1], [0.2, 0.6, -0.6], [-0.1, -0.1, 0.3], [0.5, -0.3, 0.0], [-0.5, -0.4, 0.9], [0.7, -0.6, 0.7], [0.2, -0.2, -0.4], [0.0, -0.4, -0.3], [0.3, 0.5, -0.2], [0.0, 0.4, -0.2], [-0.2, -0.3, -0.9], [-0.3, -0.3, -0.1], [0.1, 0.0, -0.4], [-0.3, 0.2, 0.0], [0.0, -0.2, 0.2], [0.1, -0.5, -0.2], [0.6, 1.0, -0.2], [-0.6, 0.3, -0.3], [0.6, -0.2, 0.9], [0.3, -0.1, 0.1], [-0.4, -0.3, -0.8], [-1.3, -0.1, 0.6], [0.5, 0.0, -0.7], [-0.2, -0.6, 0.3], [0.4, -0.2, -0.6], [0.0, 0.1, 0.0], [-0.3, -0.4, -0.3], [-0.3, 0.1, -0.2], [-0.9, 0.5, 0.4], [1.0, 0.1, 0.5], [0.0, -0.1, 0.4], [0.0, -0.3, -0.7], [0.0, -0.7, 0.2], [0.2, 0.6, -0.7], [-0.4, 0.1, 0.6], [-0.1, 0.0, -0.6], [0.1, 0.1, 1.1], [0.5, -0.1, -0.3], [-1.2, -1.0, 0.7], [1.6, 1.4, -1.2], [-0.4, -1.1, -1.7], [1.2, 1.6, -1.0], [-0.1, -0.9, 0.8], [-1.2, -0.3, 1.0], [-0.6, 0.7, -0.4], [0.0, -0.2, -0.1], [0.0, 0.2, -0.2], [0.1, 0.1, 0.2], [-0.1, -0.2, 0.1], [0.1, 0.1, 0.6], [0.7, -0.4, 0.0], [-0.3, 0.0, 0.8], [0.4, -0.3, 0.0], [-0.1, -0.1, 0.1], [-0.3, 0.3, 0.0], [0.0, 0.3, 0.1], [-0.4, 0.6, 0.0], [0.7, -0.2, 0.1], [0.0, -0.6, 0.5], [0.0, 0.0, -0.3], [-0.1, 1.6, -1.5], [-1.1, -0.9, -0.4], [0.9, 0.3, -0.7], [-0.2, -2.1, 0.8], [1.7, 0.3, -1.6], [-1.3, -0.2, -0.9], [1.0, -0.2, -0.9], [0.1, 0.4, 0.5], [-0.1, -0.7, 0.6], [0.2, -0.4, 0.2], [0.3, -0.1, 0.9], [0.4, 0.0, 0.0], [0.2, 0.2, 0.4], [-0.8, 0.1, 0.0], [-0.4, -0.1, 0.7], [-0.1, -0.1, 0.2], [-0.4, 0.5, 0.1], [0.3, 0.0, 0.4], [0.1, 0.2, 0.4], [-0.3, 0.4, 0.2], [0.6, 0.3, 0.4], [-1.0, 0.5, 0.2], [0.7, 1.2, -1.1], [0.8, -0.5, 0.3], [0.0, -0.3, -0.6], [0.1, -0.3, 0.8], [-0.4, 0.7, -0.7], [-0.8, 1.3, 0.4], [0.4, -0.6, 0.2], [-0.5, -0.3, 0.3], [0.2, 0.1, -0.2], [0.1, 0.2, -0.2], [-1.0, -0.7, 0.7], [-0.7, -0.5, 0.0], [0.8, -0.3, 0.5], [0.1, -0.5, -1.0], [0.5, 0.3, 0.0], [-0.1, 0.2, 0.2], [0.3, -0.1, 0.0], [-0.3, -0.3, -0.2], [0.6, 0.1, 0.9], [-0.3, -0.1, -0.1], [-0.1, 0.0, 0.0], [0.0, 0.0, -0.3], [0.6, 0.4, 0.2], [-0.4, -0.4, 0.2], [-1.0, 0.7, -0.9], [0.1, -1.2, 0.6], [0.4, -0.4, -0.8], [1.0, -0.2, -0.2], [-0.4, -0.2, 0.6], [-0.2, 0.3, 0.1], [0.1, -0.2, -0.1], [0.2, -0.2, 0.4], [0.8, 0.4, 0.2], [-0.4, 0.3, 0.7], [0.2, -0.2, -0.1], [-0.5, 0.7, -0.3], [0.4, -0.1, 0.1], [-0.1, 0.1, 0.1], [-0.6, 0.1, -0.1], [-0.7, -0.3, -0.2], [0.5, -0.2, -0.1], [0.1, 0.4, -0.2], [0.0, 0.0, -0.3], [0.0, 0.0, 0.1], [0.1, -0.3, 1.4], [-0.9, -0.4, -3.0], [0.6, 1.1, -0.5], [-0.7, 0.6, 0.3], [-0.4, 0.0, 0.6], [0.2, 0.0, 0.3], [0.5, -0.8, -0.1], [-0.1, 0.4, 0.2], [0.4, 0.0, -0.1], [0.1, -0.3, -0.2], [0.3, 0.0, 0.1], [-0.2, 0.1, 0.8], [-0.2, 0.3, -0.6], [-0.2, -0.2, 0.7], [0.6, -0.3, -0.3], [0.1, -0.2, -0.3], [0.2, 0.3, 0.4], [0.2, 0.7, 0.7], [-0.3, -0.6, -0.5], [-0.3, 0.1, -0.1], [-0.3, -0.2, 0.2], [0.4, -0.4, 0.0]]}